ORCA calculation (the ωB97M-V functional and the def2-TZVPD basis) on a cluster of 2 separate species, C2H10NO in total in a non-equilibrium geometry.

Computed properties:
**Highest occupied orbital energy**: -15.119 eV
**LUMO energy**: -3.89 eV
**Net charge**: +1
**F_max**: 2.5 eV/A

Structure (XYZ):
```
14
Properties=species:S:1:pos:R:3:mulliken_charge:R:1
N -1.22230 -0.64129 1.92042 -0.473
H -0.95729 -0.13954 2.76768 0.368
H -1.35716 0.11428 1.19365 0.384
H -1.86546 -1.41391 2.14521 0.377
H -0.48752 -1.20294 1.48262 0.327
C 0.76598 0.64375 -0.41991 -0.031
O -0.66338 0.85213 -0.24284 -0.577
C 1.08257 0.00263 -1.75833 -1.170
H 1.02836 -0.02029 0.42099 0.173
H 1.40529 1.51038 -0.35769 0.241
H -1.08440 1.15626 -1.05397 0.322
H 2.05321 -0.52020 -1.60861 0.349
H 0.78438 0.58477 -2.63491 0.362
H 0.51773 -0.92603 -1.85432 0.349
```

ORCA calculation (the ωB97M-V functional and the def2-TZVPD basis) on an isolated molecule of C20H20N2O5 in a non-equilibrium geometry.

Computed properties:
**Highest occupied orbital energy**: -8.109 eV
**LUMO energy**: 0.29 eV
**F_max**: 1.1 eV/A
**Structure (SMILES)**: COc1ccc(C2=NO[C@H](C(=O)Nc3ccc(C(C)=O)cc3)C2)cc1OC

Structure (XYZ):
```
47
Properties=species:S:1:pos:R:3:mulliken_charge:R:1
C 1.59385 4.59093 5.90955 -0.717
H 2.68128 4.60057 5.81546 0.266
O 1.07600 3.27989 5.85026 -0.470
C 1.23178 2.49323 4.75680 0.492
C 0.65013 1.23195 4.88232 -0.876
C 0.70578 0.29329 3.87577 -0.830
C 1.36226 0.60117 2.68775 -0.309
C 1.94870 1.86209 2.54778 -0.340
C 1.89832 2.81163 3.55255 1.156
O 2.46935 4.05217 3.43255 -0.443
C 3.13485 4.37426 2.23531 -0.958
H 3.98298 3.70728 2.05355 0.357
H 2.45705 4.34459 1.37687 0.357
H 3.49843 5.39160 2.37346 0.244
H 2.44850 2.06556 1.61623 0.710
C 1.45670 -0.34938 1.60421 0.674
N 2.05794 -0.09108 0.50761 -0.466
O 2.01918 -1.16641 -0.34567 -0.433
C 1.20957 -2.21101 0.21932 0.276
C 0.88509 -1.74902 1.64372 -0.986
H 1.37581 -2.34980 2.41013 0.454
H -0.19125 -1.76047 1.82158 0.389
H 1.79049 -3.13949 0.18631 0.327
C -0.06869 -2.43194 -0.61139 0.253
O -1.03106 -2.99232 -0.13690 -0.672
N 0.04859 -1.95065 -1.87068 -0.104
C -0.86904 -1.98528 -2.91726 0.983
C -0.51790 -1.35715 -4.11356 -0.454
C -1.38588 -1.37121 -5.18076 -1.047
C -2.62620 -2.00916 -5.09183 0.141
C -2.96764 -2.63338 -3.89250 -0.528
C -2.10336 -2.62424 -2.81637 -0.848
H -2.37593 -3.10803 -1.89327 0.502
H -3.91570 -3.13590 -3.78499 0.329
C -3.50540 -1.98186 -6.28540 1.125
O -3.16556 -1.42584 -7.30739 -0.612
C -4.84119 -2.67640 -6.17279 -1.363
H -4.69736 -3.73125 -5.94984 0.369
H -5.43070 -2.22768 -5.37640 0.370
H -5.37519 -2.57773 -7.11444 0.341
H -1.12582 -0.88892 -6.11109 0.440
H 0.43862 -0.86055 -4.19460 0.352
H 0.91481 -1.45388 -2.05770 0.179
H 0.24091 -0.66899 4.01794 0.394
H 0.14744 1.01593 5.81163 0.419
H 1.31066 4.96041 6.89510 0.290
H 1.15879 5.23251 5.14110 0.266
```

ORCA calculation (the ωB97M-V functional and the def2-TZVPD basis) on an isolated molecule of C7H13N3O2S in a non-equilibrium geometry.

Computed properties:
**Highest occupied orbital energy**: -8.873 eV
**LUMO energy**: 0.67 eV
**F_max**: 6.1 eV/A
**Structure (SMILES)**: CC(C)c1[nH]nc(N)c1S(C)(=O)=O

Structure (XYZ):
```
26
Properties=species:S:1:pos:R:3:mulliken_charge:R:1
C 1.36999 -0.64425 0.43415 -0.101
C -0.27341 -0.82510 0.63860 -0.267
C 1.69650 -1.95826 0.06142 0.543
C -2.56632 -0.36957 1.07773 -1.544
C -1.20997 1.34311 -0.11008 -1.199
C 2.53710 1.26295 -1.29855 -1.093
C -1.17264 0.27974 0.99767 0.658
N 0.67836 -2.81819 0.02535 -1.156
N -0.48832 -2.10607 0.29758 0.324
N 3.02034 -2.26083 -0.21035 -0.508
O 1.76744 1.85550 1.08991 -0.671
O 3.71072 0.33819 0.88875 -0.736
S 2.39075 0.75267 0.36461 1.322
H -2.70232 -0.81344 0.11428 0.417
H -3.32954 0.36403 1.36922 0.370
H -2.62821 -1.37434 1.68414 0.308
H -0.14851 1.71079 -0.19951 0.219
H -1.78675 2.13788 0.19137 0.477
H -1.57858 0.94328 -1.01021 0.341
H 1.67706 0.84997 -1.99104 0.248
H 2.34472 2.28958 -1.07594 0.447
H 3.41461 1.05786 -1.78775 0.442
H -0.71134 0.66972 1.94312 0.356
H -1.34820 -2.66270 0.17586 0.260
H 3.66504 -1.79536 0.40840 0.256
H 3.09968 -3.33000 -0.32154 0.289
```

ORCA calculation (the ωB97M-V functional and the def2-TZVPD basis) on an isolated molecule of C8H5F2NO2S in a non-equilibrium geometry.

Computed properties:
**Highest occupied orbital energy**: -10.428 eV
**LUMO energy**: -0.17 eV
**F_max**: 2.8 eV/A
**Structure (SMILES)**: N#CC(F)(F)S(=O)(=O)c1ccccc1

Structure (XYZ):
```
19
Properties=species:S:1:pos:R:3:mulliken_charge:R:1
C 1.74839 -1.69986 -2.88285 -0.203
C -1.49397 0.86394 2.46794 -0.285
C -0.15647 0.46169 2.48147 -0.606
C -2.16291 0.83465 1.26804 -0.674
C 0.53736 0.28446 1.30333 -0.224
C -1.46908 0.75305 0.05928 -0.401
C -0.11596 0.48745 0.09662 0.303
C 1.44033 -1.49477 -1.52973 1.038
N 1.82881 -1.80652 -4.01410 -0.311
O 1.73693 1.03982 -1.84329 -0.604
O -0.42188 0.00375 -2.57842 -0.610
F 0.58979 -2.36217 -1.01054 -0.245
F 2.53393 -1.44271 -0.74064 -0.232
S 0.61363 0.18913 -1.60501 1.121
H -1.87463 1.16246 3.45036 0.357
H 0.20510 0.50694 3.47521 0.350
H -3.17390 1.10397 1.34199 0.366
H 1.58178 0.14924 1.12178 0.402
H -1.94725 0.96548 -0.86143 0.458
```